Entry 1:
Below is a structure of composition C34H35Cl2N6NdO5 in a non-equilibrium geometry, with properties calculated with ωB97M-V/def2-TZVPD.

Lowest unoccupied orbital energy (alpha / beta), Eh: -0.2216 / -0.2215
Kohn-Sham gap (alpha / beta), eV: 6.300 / 6.303
Expectation value of S²: 3.75
Molecular weight, u: 822.84
Charge: +2
2S+1: 4

Last column: Mulliken charge in e.
Geometry (Å):
Nd1 0.048 1.484 1.292  1.02
C1 -0.570 -2.034 1.162  -0.48
O1 -0.893 -0.919 2.003  -0.10
C2 -2.304 -0.878 2.211  -0.52
C3 -2.620 0.325 3.066  -0.72
O2 -2.214 1.477 2.318  0.16
C4 -3.085 2.608 2.365  -0.72
C5 -2.728 3.496 1.192  -0.65
O3 -1.331 3.789 1.255  0.05
C6 -0.986 4.936 0.467  -0.91
H1 -1.015 -2.946 1.563  0.45
H2 0.508 -2.149 1.157  -0.19
H3 -0.940 -1.856 0.152  0.32
H4 -2.641 -1.797 2.697  0.61
H5 -2.803 -0.774 1.241  0.16
H6 -2.067 0.285 4.008  0.20
H7 -3.690 0.352 3.273  0.49
H8 -2.951 3.140 3.310  0.29
H9 -4.126 2.293 2.275  0.62
H10 -3.316 4.416 1.243  0.64
H11 -2.952 2.985 0.250  0.14
H12 -1.505 5.818 0.843  0.32
H13 -1.247 4.780 -0.581  0.28
H14 0.088 5.080 0.552  0.32
N1 3.095 -0.760 -1.673  0.42
C7 2.345 0.179 -1.120  -1.01
N2 2.038 0.237 0.150  -0.16
C8 2.565 -0.729 1.002  -0.60
N3 2.404 -0.677 2.294  -1.15
N4 1.641 0.361 2.743  0.68
C9 1.626 0.554 4.008  -0.42
C10 0.877 1.683 4.548  0.83
C11 0.817 1.886 5.921  -0.97
C12 0.185 3.015 6.416  -0.33
C13 -0.346 3.921 5.513  -0.97
C14 -0.260 3.637 4.159  -0.27
N5 0.311 2.537 3.666  0.05
C15 3.334 -1.830 0.448  1.61
C16 3.817 -2.883 1.233  -0.26
C17 4.535 -3.900 0.647  -0.86
C18 4.778 -3.888 -0.729  -0.55
C19 4.315 -2.858 -1.519  -0.72
C20 3.593 -1.827 -0.928  -0.34
H15 3.250 -0.739 -2.672  0.34
H16 1.968 0.952 -1.776  0.94
H17 2.206 -0.076 4.678  0.44
H18 1.274 1.166 6.586  0.44
H19 0.130 3.195 7.481  0.48
H20 -0.814 4.836 5.845  0.44
H21 -0.662 4.331 3.433  0.65
H22 3.614 -2.870 2.294  0.51
H23 4.916 -4.714 1.248  0.45
H24 5.331 -4.700 -1.182  0.45
H25 4.496 -2.852 -2.587  0.48
Cl1 0.910 -2.873 -2.356  0.25
C21 -0.663 -3.384 -2.900  0.87
C22 -0.897 -4.747 -2.954  -0.87
C23 -2.142 -5.221 -3.325  -0.57
C24 -3.157 -4.328 -3.619  -0.54
C25 -2.911 -2.970 -3.567  0.52
Cl2 -4.198 -1.863 -3.928  -0.22
C26 -1.651 -2.444 -3.239  -1.04
N6 -1.489 -1.056 -3.181  0.27
C27 -0.463 -0.339 -3.816  0.17
C28 0.346 -0.942 -4.782  -0.17
C29 1.410 -0.265 -5.349  -0.86
C30 1.678 1.045 -4.976  -0.82
C31 0.832 1.676 -4.077  -0.45
C32 -0.249 1.012 -3.503  0.22
C33 -1.161 1.804 -2.571  -1.33
C34 -0.687 1.659 -1.142  1.16
O4 -1.193 0.781 -0.380  -0.75
O5 0.240 2.417 -0.716  -0.65
H26 -0.101 -5.432 -2.695  0.49
H27 -2.322 -6.286 -3.381  0.41
H28 -4.137 -4.684 -3.906  0.45
H29 -2.378 -0.581 -3.135  0.26
H30 0.126 -1.953 -5.099  0.55
H31 2.008 -0.755 -6.106  0.46
H32 2.502 1.585 -5.423  0.45
H33 0.994 2.720 -3.832  0.38
H34 -2.195 1.473 -2.633  0.47
H35 -1.093 2.853 -2.850  0.55

Entry 2:
Below is a structure of composition C4H8O2, with properties calculated with ωB97M-V/def2-TZVPD.

Lowest unoccupied orbital energy, Eh: 0.0363
Kohn-Sham gap, eV: 10.685
Molecular weight, u: 88.11
Charge: 0

Last column: Mulliken charge in e.
Geometry (Å):
C1 -1.513 -1.134 0.184  -0.66
O1 -0.572 -0.962 -0.847  -0.41
C2 0.338 0.078 -0.734  -0.06
C3 0.227 1.466 -0.049  -0.30
O2 1.628 1.329 0.286  -0.41
C4 1.469 -0.108 0.236  -0.29
H1 -1.281 -0.559 1.089  0.30
H2 -2.486 -0.824 -0.204  0.24
H3 -1.558 -2.195 0.452  0.25
H4 0.732 0.273 -1.736  0.32
H5 -0.370 1.488 0.874  0.21
H6 -0.007 2.351 -0.651  0.27
H7 1.096 -0.470 1.207  0.24
H8 2.298 -0.734 -0.107  0.30

Entry 3:
Below is a structure of composition C21H31INNdO2P2 in a non-equilibrium geometry, with properties calculated with ωB97M-V/def2-TZVPD.

Lowest unoccupied orbital energy (alpha / beta), Eh: -0.2699 / -0.2644
Kohn-Sham gap (alpha / beta), eV: 5.289 / 5.532
Expectation value of S²: 3.79
Molecular weight, u: 662.58
Charge: +2
2S+1: 4

Last column: Mulliken charge in e.
Geometry (Å):
C1 -0.001 -0.106 -7.488  -0.86
C2 0.004 0.646 -6.176  0.42
H1 0.003 0.642 -8.297  0.32
H2 -0.894 -0.728 -7.595  0.31
H3 0.883 -0.738 -7.596  0.31
O1 0.017 1.848 -6.053  -0.35
I1 -0.011 -0.513 -4.228  -0.07
Nd1 -0.087 -0.737 -0.209  0.88
P1 2.777 0.020 -0.067  0.69
C3 3.822 1.242 0.798  -1.17
C4 3.474 -1.524 0.606  -1.13
H4 4.556 -1.576 0.445  0.47
H5 4.547 -0.268 -1.806  0.40
H6 2.994 -2.374 0.112  0.36
H7 2.913 -0.831 -2.303  0.26
H8 3.550 1.214 1.866  0.33
H9 3.247 -1.585 1.673  0.22
C5 3.467 -0.046 -1.763  -1.06
H10 4.911 1.061 0.706  0.40
H11 3.262 0.906 -2.272  0.35
H12 3.591 2.252 0.425  0.40
P2 -2.873 0.084 -0.043  0.73
C6 -3.908 1.345 0.768  -1.20
C7 -3.488 0.013 -1.771  -1.02
H13 -3.114 -2.324 0.077  0.37
H14 -4.666 -1.508 0.428  0.46
H15 -3.352 -1.568 1.653  0.32
C8 -3.583 -1.474 0.587  -1.24
H16 -2.922 -0.782 -2.286  0.25
H17 -4.566 -0.193 -1.861  0.40
H18 -4.999 1.210 0.648  0.40
H19 -3.631 2.339 0.384  0.40
H20 -3.244 0.960 -2.273  0.36
H21 -3.670 1.328 1.843  0.32
C9 0.209 1.480 0.558  0.20
O2 0.358 2.590 0.865  -0.13
C10 0.603 1.388 5.727  -0.55
C11 -0.473 1.628 4.867  -0.61
C12 -0.677 0.834 3.734  0.27
C13 0.211 -0.215 3.418  -0.73
C14 1.305 -0.440 4.290  0.15
C15 1.487 0.340 5.434  -0.72
N1 0.020 -1.030 2.296  0.55
C16 -0.160 -2.391 2.491  0.85
C17 0.012 -3.323 1.402  0.00
C18 -0.369 -4.660 1.572  -0.75
C19 -0.726 -5.144 2.837  -0.55
C20 -0.798 -4.269 3.930  -0.61
C21 -0.559 -2.911 3.743  -0.30
H22 0.742 1.997 6.636  0.39
H23 -1.163 2.450 5.093  0.41
H24 -1.544 1.004 3.080  0.05
H25 1.992 -1.260 4.065  0.39
H26 2.326 0.132 6.113  0.41
H27 0.584 -3.006 0.499  -0.38
H28 -0.372 -5.364 0.720  0.40
H29 -0.925 -6.216 3.006  0.39
H30 -1.039 -4.628 4.940  0.40
H31 -0.662 -2.216 4.581  0.43

Entry 4:
Below is a structure of composition C31H26F5InO3 in a non-equilibrium geometry, with properties calculated with ωB97M-V/def2-TZVPD.

Lowest unoccupied orbital energy, Eh: -0.4006
Kohn-Sham gap, eV: 1.254
Molecular weight, u: 656.35
Charge: +2

Last column: Mulliken charge in e.
Geometry (Å):
In1 -0.899 -8.302 0.440  1.00
O1 0.864 -1.059 0.512  -0.37
C1 0.460 -2.323 0.529  0.83
O2 -0.337 -2.670 1.446  -0.46
O3 0.827 -3.230 -0.183  -0.41
H1 0.329 -0.859 1.283  0.33
F1 -1.785 -5.018 -6.011  -0.29
C2 -2.275 -4.117 -7.002  0.11
C3 -3.094 -4.536 -8.025  -0.14
C4 -3.602 -3.704 -9.055  -0.50
C5 -3.250 -2.319 -9.001  -0.25
C6 -2.510 -1.846 -7.940  -0.51
C7 -2.049 -2.714 -6.984  -0.10
H2 -3.276 -5.595 -8.132  0.35
H3 -4.225 -4.126 -9.829  0.39
H4 -3.669 -1.681 -9.765  0.36
H5 -2.244 -0.799 -7.944  0.36
H6 -1.503 -2.256 -6.173  0.34
F2 -3.554 2.029 4.478  -0.26
C8 -4.286 2.025 5.649  0.37
C9 -3.787 1.261 6.723  -0.23
C10 -4.493 1.157 7.918  -0.48
C11 -5.725 1.853 8.017  -0.24
C12 -6.177 2.702 6.981  -0.44
C13 -5.537 2.657 5.748  -0.31
H7 -2.905 0.652 6.583  0.36
H8 -4.187 0.360 8.580  0.35
H9 -6.354 1.767 8.891  0.35
H10 -7.027 3.324 7.217  0.37
H11 -5.927 3.132 4.860  0.39
F3 1.638 -5.419 5.912  -0.26
C14 1.697 -4.681 7.047  0.33
C15 0.872 -4.790 8.133  -0.22
C16 0.911 -3.925 9.185  -0.53
C17 1.885 -2.853 9.153  -0.26
C18 2.749 -2.719 8.048  -0.46
C19 2.636 -3.605 6.989  -0.22
H12 0.085 -5.529 8.174  0.37
H13 0.400 -4.092 10.122  0.38
H14 2.059 -2.139 9.945  0.36
H15 3.366 -1.835 7.982  0.36
H16 3.246 -3.304 6.150  0.34
F4 -3.998 5.643 -4.679  -0.28
C20 -3.011 6.063 -3.892  0.53
C21 -2.538 7.380 -3.960  -0.46
C22 -1.422 7.691 -3.156  -0.34
C23 -0.929 6.793 -2.251  -0.41
C24 -1.468 5.514 -2.209  -0.32
C25 -2.449 5.163 -3.074  -0.30
H17 -3.141 8.148 -4.420  0.39
H18 -0.933 8.653 -3.124  0.35
H19 -0.076 7.057 -1.644  0.38
H20 -1.068 4.889 -1.425  0.35
H21 -2.779 4.151 -3.258  0.37
F5 10.486 0.999 -4.415  -0.25
C26 9.209 0.603 -4.231  0.32
C27 8.593 -0.043 -5.297  -0.21
C28 7.220 -0.470 -5.206  -0.44
C29 6.548 -0.265 -4.022  -0.24
C30 7.172 0.311 -2.911  -0.36
C31 8.473 0.825 -3.048  -0.38
H22 9.006 -0.111 -6.293  0.37
H23 6.796 -0.966 -6.068  0.36
H24 5.492 -0.453 -3.894  0.34
H25 6.562 0.300 -2.019  0.36
H26 8.909 1.251 -2.156  0.38

Entry 5:
Below is a cluster of 7 separate species, C21H40F3NO8 in total, with properties calculated with ωB97M-V/def2-TZVPD.

Lowest unoccupied orbital energy, Eh: 0.0227
Kohn-Sham gap, eV: 9.778
Molecular weight, u: 491.54
Charge: 0

Last column: Mulliken charge in e.
Geometry (Å):
N1 -3.619 2.535 -1.955  -0.46
C1 -2.892 2.058 -0.835  -0.14
O1 -1.658 2.704 -0.462  -0.38
C2 -0.870 3.278 -1.379  0.22
O2 0.235 3.653 -1.112  -0.50
C3 -2.607 0.562 -1.044  0.82
F1 -2.229 0.292 -2.307  -0.30
F2 -3.704 -0.149 -0.794  -0.27
F3 -1.640 0.126 -0.244  -0.26
H1 -3.876 3.510 -1.883  0.23
H2 -3.161 2.371 -2.842  0.19
H3 -3.522 2.122 0.052  0.44
H4 -1.304 3.423 -2.376  0.38
C4 -3.287 -1.644 2.275  -1.01
C5 -3.200 -0.340 3.025  0.85
C6 -2.183 -0.267 4.137  -0.74
O3 -3.898 0.608 2.742  -0.59
H5 -4.057 -1.565 1.510  0.27
H6 -2.328 -1.867 1.808  0.19
H7 -3.522 -2.464 2.954  0.44
H8 -1.189 -0.472 3.738  -0.08
H9 -2.392 -1.035 4.883  0.33
H10 -2.209 0.718 4.596  0.36
C7 -6.435 1.447 -5.083  -1.17
C8 -5.037 1.976 -5.288  0.97
C9 -4.024 1.009 -5.854  -1.19
O4 -4.738 3.111 -5.002  -0.56
H11 -7.068 2.228 -4.671  0.31
H12 -6.848 1.102 -6.033  0.36
H13 -6.413 0.596 -4.400  0.30
H14 -4.355 0.649 -6.829  0.42
H15 -3.927 0.144 -5.195  0.29
H16 -3.060 1.502 -5.956  0.29
C10 1.487 -2.257 3.361  -0.62
C11 0.503 -3.353 3.682  0.82
C12 1.054 -4.582 4.357  -1.22
O5 -0.676 -3.241 3.426  -0.52
H17 0.963 -1.420 2.904  0.17
H18 1.973 -1.919 4.280  0.26
H19 2.251 -2.625 2.680  0.17
H20 1.532 -4.306 5.299  0.35
H21 1.809 -5.037 3.715  0.28
H22 0.250 -5.288 4.549  0.31
C13 4.514 -4.815 0.161  -1.00
C14 3.014 -4.830 0.307  0.79
C15 2.206 -5.249 -0.895  -1.20
O6 2.483 -4.511 1.347  -0.49
H23 4.969 -4.475 1.088  0.19
H24 4.875 -5.815 -0.089  0.36
H25 4.802 -4.144 -0.651  0.33
H26 2.483 -6.262 -1.195  0.35
H27 2.418 -4.586 -1.735  0.35
H28 1.146 -5.214 -0.659  0.29
C16 4.608 -0.373 3.821  -1.20
C17 5.270 -1.730 3.847  0.92
C18 6.102 -2.054 5.064  -1.17
O7 5.144 -2.517 2.938  -0.51
H29 4.026 -0.271 2.907  0.26
H30 3.954 -0.252 4.685  0.31
H31 5.368 0.409 3.853  0.43
H32 5.484 -2.003 5.963  0.32
H33 6.904 -1.322 5.173  0.35
H34 6.526 -3.050 4.968  0.31
C19 1.801 5.451 -3.349  -0.95
C20 0.791 6.289 -4.088  0.84
C21 1.200 7.699 -4.445  -1.12
O8 -0.302 5.857 -4.377  -0.54
H35 1.384 4.470 -3.148  0.15
H36 2.717 5.353 -3.936  0.37
H37 2.057 5.921 -2.398  0.31
H38 2.090 7.680 -5.077  0.32
H39 1.449 8.254 -3.539  0.31
H40 0.389 8.198 -4.969  0.30